67
Properties=species:S:1:pos:R:3:forces:R:3:mulliken_charge:R:1 method="wB97M-V/def2-TZVPD" lumo_ev=0.1 e_homo_ev=-7.98 energy_ev=-59014.7687 orbital_gap_ha=0.2978 smiles="COc1ccc(N(C(=O)c2snc(C(N)=O)c2N)[C@H](C(=O)NC[C@@H]2CCCO2)c2ccc(C)o2)cc1OC" multiplicity=1 de_lowest_kcal_mol=1.7
C -6.582848 -1.964726 1.986178 -0.127 -0.023 0.234 -0.93
O -5.862910 -1.862911 0.782070 0.377 0.080 -0.284 -0.45
C -4.550638 -1.520232 0.840376 -0.109 -0.011 -0.202 1.24
C -3.837446 -1.281657 2.003158 -0.214 -0.068 -0.030 -0.61
C -2.494978 -0.933931 1.954724 0.174 0.037 -0.217 -0.70
C -1.863297 -0.816327 0.732050 -0.319 -0.105 0.134 -3.61
N -0.484186 -0.504663 0.670652 0.166 -0.265 0.218 0.89
C 0.031296 0.696350 0.314255 -0.052 0.060 -0.007 1.92
O 1.247279 0.841185 0.183938 0.059 0.000 -0.118 -0.65
C -0.866539 1.818008 0.116160 -0.527 0.612 -0.032 -0.10
S -2.587278 1.878338 0.335171 0.341 0.372 -0.093 0.11
N -2.699069 3.460718 0.016460 -0.007 0.365 -0.048 -0.67
C -1.528996 4.001814 -0.253479 -0.047 -0.696 0.186 0.16
C -1.392086 5.441741 -0.543779 -0.368 0.385 -0.045 0.35
N -2.559656 6.114078 -0.537886 -0.177 0.151 -0.015 -0.34
O -0.312763 5.968644 -0.764949 0.220 -0.018 -0.019 -0.72
C -0.417753 3.101912 -0.212733 -0.364 -0.617 0.049 -0.68
N 0.843380 3.450273 -0.488510 0.534 0.167 -0.028 -0.28
C 0.451165 -1.599796 0.934705 0.362 0.427 -0.202 0.89
C 1.561292 -1.068315 1.875317 -0.146 -0.514 -0.056 -0.05
O 1.244421 -0.526940 2.914148 -0.165 0.181 0.206 -0.71
N 2.818712 -1.375666 1.528800 0.413 -0.087 -0.202 0.03
C 3.967606 -0.965696 2.298216 0.372 0.063 -0.016 -1.22
C 4.828996 0.040175 1.516460 -0.128 0.041 0.601 0.00
C 4.179917 1.424155 1.390707 0.076 -0.152 -0.104 -0.17
C 4.618874 1.864369 -0.002470 0.026 -0.265 0.024 -0.74
C 4.562345 0.529711 -0.737102 -0.104 0.291 -0.319 0.13
O 5.046385 -0.433599 0.188811 0.011 -0.242 0.056 -0.53
C 0.864243 -2.242540 -0.348849 -0.688 -0.892 0.199 -0.35
C 0.336511 -3.332678 -0.977214 0.262 0.497 0.483 -0.90
C 1.026440 -3.456429 -2.208635 0.394 0.442 -0.176 -1.06
C 1.921474 -2.429153 -2.252780 -0.241 -0.767 -0.592 0.55
C 2.933643 -2.031273 -3.265128 -0.084 0.172 0.329 -1.25
O 1.821392 -1.688066 -1.129129 0.223 0.350 0.022 -0.13
C -2.559854 -1.068069 -0.451125 -0.144 -0.173 -0.033 1.01
C -3.897448 -1.413846 -0.411775 -0.137 -0.045 0.034 1.02
O -4.666517 -1.675274 -1.498879 -0.086 0.009 0.435 -0.47
C -4.082035 -1.553150 -2.772351 0.124 0.031 -0.241 -0.85
H -6.596841 -1.013787 2.528354 0.014 -0.038 -0.018 0.36
H -6.175816 -2.747503 2.634701 -0.004 0.043 -0.025 0.35
H -7.598571 -2.229796 1.697515 0.063 0.020 0.071 0.24
H -4.317907 -1.361319 2.964368 -0.105 -0.020 0.071 0.41
H -1.940370 -0.748401 2.861079 0.101 0.051 0.106 0.60
H -3.409747 5.619252 -0.329879 -0.022 0.025 -0.001 0.25
H -2.568219 7.105070 -0.707627 0.063 -0.077 0.008 0.24
H 1.556052 2.756496 -0.311626 -0.068 0.125 -0.035 0.18
H 1.032892 4.435011 -0.609506 0.022 -0.108 0.007 0.23
H -0.105369 -2.344090 1.516536 0.184 0.126 -0.139 0.70
H 3.029289 -1.632189 0.575721 -0.176 -0.004 0.065 0.25
H 4.566692 -1.854445 2.523851 -0.027 0.114 0.081 0.44
H 3.614410 -0.516506 3.228032 0.090 -0.076 -0.035 0.49
H 5.810235 0.108964 2.009268 -0.148 -0.006 -0.039 0.38
H 4.498717 2.098000 2.182228 0.000 0.007 0.066 0.45
H 3.095549 1.319015 1.417402 0.003 0.047 0.074 -0.06
H 3.965760 2.610954 -0.446718 -0.017 0.090 -0.055 0.28
H 5.641647 2.245030 0.017303 -0.002 0.051 -0.054 0.31
H 5.196697 0.482960 -1.624958 -0.056 0.018 0.022 0.39
H 3.524231 0.301104 -1.010085 0.083 0.008 -0.025 -0.12
H -0.441446 -3.968257 -0.605785 -0.179 -0.101 0.168 0.61
H 0.875512 -4.207932 -2.956162 0.044 -0.127 -0.217 0.49
H 2.717978 -1.034003 -3.647267 0.025 0.052 -0.080 0.25
H 3.925598 -2.008584 -2.815356 0.104 -0.011 -0.045 0.25
H 2.927733 -2.738804 -4.088542 0.003 -0.032 -0.035 0.40
H -2.031147 -0.981340 -1.386764 0.034 0.003 -0.114 0.62
H -4.873696 -1.788529 -3.481554 0.089 0.024 0.013 0.24
H -3.254937 -2.258426 -2.906133 -0.017 0.035 0.017 0.33
H -3.723991 -0.534495 -2.953972 0.001 -0.039 0.016 0.32